98
Properties=species:S:1:pos:R:3 method="wB97M-V/def2-TZVPD" charge=+1
C 0.768 -5.557 -1.312
C 0.595 -4.414 -0.527
C 1.173 -3.194 -0.908
C 1.792 -3.070 -2.146
C 2.260 -1.695 -2.669
C 2.496 -0.606 -1.602
C 3.754 -0.274 -1.089
C 3.934 0.918 -0.372
C 2.913 1.867 -0.295
C 1.642 1.529 -0.775
C 1.436 0.207 -1.179
C 3.669 -1.955 -3.295
C 4.553 -2.899 -2.730
C 5.905 -2.933 -3.097
C 6.438 -1.895 -3.871
C 5.557 -1.006 -4.499
C 4.179 -1.079 -4.258
C 1.155 -1.131 -3.680
C 0.254 -2.185 -4.342
C -1.030 -1.462 -4.793
C -1.005 -0.102 -4.114
N 0.187 -0.107 -3.259
C 1.910 -4.220 -2.965
C 1.475 -5.472 -2.518
H 0.375 -6.524 -0.992
H 0.024 -4.465 0.403
H 1.149 -2.338 -0.234
H 4.622 -0.898 -1.293
H 4.904 1.122 0.083
H 3.077 2.847 0.153
H 0.839 2.263 -0.898
H 0.420 -0.172 -1.267
H 4.214 -3.622 -1.986
H 6.540 -3.759 -2.759
H 7.524 -1.807 -3.998
H 5.949 -0.250 -5.181
H 3.516 -0.419 -4.816
H 1.726 -0.658 -4.489
H 0.753 -2.723 -5.158
H -0.032 -2.915 -3.578
H -1.074 -1.348 -5.881
H -1.937 -1.984 -4.460
H -1.024 0.743 -4.829
H -1.890 -0.003 -3.478
H 0.571 0.833 -3.244
H 2.351 -4.142 -3.968
H 1.657 -6.360 -3.134
C 0.722 -0.944 4.223
N -0.557 -0.366 3.879
C -1.573 -0.232 4.791
O -1.616 -0.736 5.908
C -2.648 0.636 4.149
C -2.645 1.999 4.838
C -3.049 1.939 6.307
C -2.349 2.703 7.255
C -2.632 2.559 8.619
C -3.651 1.687 9.034
C -4.410 0.993 8.080
C -4.127 1.139 6.716
N -2.218 0.615 2.726
C -3.012 1.031 1.731
C -2.797 1.018 0.318
C -1.821 1.722 -0.403
C -2.037 2.424 -1.646
C -1.444 3.698 -1.900
C -1.733 4.390 -3.071
C -2.548 3.807 -4.062
C -2.709 4.354 -5.379
N -2.858 4.732 -6.476
C -3.179 2.592 -3.795
C -2.947 1.922 -2.602
C -0.773 0.384 2.645
C -0.005 1.735 2.697
C -0.386 -0.439 1.422
H 0.649 -1.426 5.204
H 1.012 -1.681 3.464
H 1.513 -0.179 4.249
H -3.633 0.152 4.246
H -1.623 2.410 4.787
H -3.303 2.693 4.281
H -1.540 3.363 6.924
H -2.057 3.119 9.362
H -3.858 1.540 10.098
H -5.222 0.327 8.382
H -4.699 0.587 5.963
H -3.982 1.401 2.103
H -3.582 0.492 -0.249
H -1.016 2.130 0.212
H -0.850 4.187 -1.114
H -1.351 5.399 -3.241
H -3.879 2.161 -4.512
H -3.504 1.012 -2.373
H 0.299 1.955 3.732
H 0.899 1.666 2.081
H -0.651 2.545 2.332
H -1.013 -1.342 1.370
H -0.551 0.137 0.512
H 0.679 -0.699 1.482



104
Properties=species:S:1:pos:R:3 method="wB97M-V/def2-TZVPD" relative_energy_kcal_mol=15.8 charge=+3
Pb -0.703 0.010 1.326
C 6.099 -1.247 -0.581
C 5.922 -2.610 0.070
C 4.861 -3.480 -0.601
Sb 2.931 -2.615 -0.126
C 2.809 -3.039 1.995
C 3.620 -3.997 2.587
C 3.403 -4.363 3.906
C 2.369 -3.794 4.628
C 1.557 -2.841 4.036
C 1.781 -2.462 2.723
C 1.424 -3.983 -0.828
C 0.446 -3.676 -1.750
C -0.453 -4.670 -2.114
C -0.368 -5.931 -1.549
C 0.617 -6.216 -0.617
C 1.522 -5.235 -0.246
Sb 4.188 -0.213 -0.909
C 4.363 0.694 -2.861
C 5.162 1.828 -2.880
C 5.349 2.505 -4.073
C 4.749 2.040 -5.232
C 3.968 0.895 -5.201
C 3.764 0.211 -4.010
C 3.979 1.489 0.387
C 3.330 2.597 -0.139
C 3.309 3.782 0.578
C 3.909 3.848 1.825
C 4.532 2.729 2.357
C 4.578 1.543 1.636
H 6.536 -1.346 -1.576
H 6.750 -0.615 0.021
H 5.679 -2.493 1.134
H 6.886 -3.125 0.020
H 4.922 -4.513 -0.257
H 4.984 -3.490 -1.687
H 4.416 -4.475 2.036
H 4.038 -5.102 4.368
H 2.199 -4.091 5.649
H 0.745 -2.403 4.597
H 1.143 -1.711 2.259
H 0.371 -2.687 -2.180
H -1.221 -4.460 -2.841
H -1.067 -6.701 -1.837
H 0.698 -7.202 -0.185
H 2.285 -5.455 0.489
H 5.637 2.181 -1.974
H 5.969 3.388 -4.087
H 4.895 2.571 -6.159
H 3.519 0.529 -6.111
H 3.150 -0.682 -3.989
H 2.864 2.542 -1.113
H 2.842 4.661 0.161
H 3.897 4.775 2.377
H 5.016 2.791 3.320
H 5.094 0.684 2.049
C 0.951 2.597 4.960
C -0.118 3.432 5.257
C -1.226 3.430 4.424
C -1.248 2.583 3.314
N -0.232 1.744 3.071
C 0.834 1.761 3.865
C -2.377 2.560 2.367
C -3.209 3.664 2.216
C -4.264 3.610 1.319
C -4.492 2.429 0.632
C -3.612 1.378 0.818
N -2.570 1.447 1.640
H 1.839 2.582 5.572
H -0.086 4.072 6.124
H -2.068 4.064 4.653
H 1.633 1.080 3.604
H -3.011 4.572 2.759
H -4.893 4.471 1.165
H -5.312 2.335 -0.058
H -3.723 0.447 0.284
O -1.873 2.616 -0.878
C -1.031 1.976 -1.444
C -0.553 2.113 -2.874
C 0.688 1.232 -2.933
C 0.692 0.547 -1.586
O 1.548 -0.293 -1.226
N -0.288 0.978 -0.809
H -0.363 3.160 -3.102
H -1.345 1.780 -3.546
H 1.611 1.807 -3.045
H 0.666 0.503 -3.743
O -2.981 -3.716 -0.092
C -2.795 -2.799 0.702
O -2.066 -1.796 0.568
C -3.573 -2.975 2.074
N -4.336 -4.236 1.907
C -3.909 -5.192 2.958
C -2.478 -4.755 3.245
C -2.597 -3.231 3.226
H -4.219 -2.115 2.251
H -3.980 -4.515 0.917
H -5.348 -4.116 1.872
H -3.987 -6.220 2.606
H -4.533 -5.065 3.848
H -1.815 -5.092 2.445
H -2.112 -5.145 4.190
H -1.642 -2.737 3.047
H -3.004 -2.858 4.167



no.,calculated total energy (Ha),HOMO energy (eV),gap between HOMO and LUMO (eV)
1,-2074.98868,-10.354,5.5
2,-2973.59202,-15.866,7.3